(1)
Below is 11 unconnected molecules or ions with the total composition C17H56N8O11 in a non-equilibrium geometry, with properties calculated with ωB97M-V/def2-TZVPD.

Structure (ORCA input):
```
! wB97M-V def2-TZVPD RIJCOSX def2/J DEFGRID3
* xyz 0 1
C -6.041 12.731 12.210
H -8.971 14.499 11.695
H -10.249 11.985 8.182
H -5.415 15.914 13.611
H -10.967 13.593 9.854
H -10.165 13.530 14.347
H -8.601 9.660 11.123
N -3.705 9.076 10.547
H -1.654 9.758 11.814
C -6.542 15.558 8.125
C -3.133 14.050 9.424
H -1.679 15.536 8.768
H -3.434 14.559 10.296
H -5.716 15.452 10.090
H -3.964 10.013 8.473
H -9.899 10.283 7.699
H -4.022 12.426 9.952
C -4.735 8.713 9.898
H -8.866 13.043 15.507
N -9.304 11.611 12.809
H -6.416 11.179 15.456
H -9.426 6.844 12.791
H -3.412 13.377 12.661
H -6.613 16.655 8.054
O -6.767 8.792 12.742
C -9.496 11.311 7.867
O -5.608 7.717 10.260
C -8.812 11.841 14.015
O -7.899 11.000 14.653
H -3.108 7.248 13.822
H -9.483 14.307 9.391
H -2.297 14.241 13.565
H -6.712 14.051 9.551
H -6.926 13.176 11.713
H -9.316 11.739 6.868
H -7.909 6.683 13.725
H -9.859 8.524 11.601
H -7.530 10.695 8.215
H -0.639 10.453 12.955
C -3.256 13.697 13.635
H -3.863 14.331 8.637
C -4.437 10.584 15.425
N -8.909 8.917 11.794
N -4.745 9.346 8.757
C -1.737 14.478 9.054
H -6.294 10.709 11.711
H -8.282 11.816 10.494
O -7.594 14.942 7.419
O -5.457 11.688 10.202
C -8.275 11.404 8.666
H -7.264 14.074 7.116
H -5.251 12.002 16.366
O -3.132 12.626 9.597
C -10.204 14.246 10.229
H -4.622 11.030 11.863
H -5.329 10.807 9.806
H -7.891 12.441 8.626
H -1.868 8.825 14.807
O -4.550 15.649 13.308
C -5.561 11.433 11.550
C -4.179 14.674 14.305
H -3.857 9.158 14.151
C -1.838 8.659 13.696
H -5.257 13.451 11.954
O -8.596 11.079 9.966
H -5.601 15.499 7.608
H -9.640 12.457 12.336
C -8.070 8.336 12.587
N -8.554 7.275 13.173
H -9.012 10.694 12.424
C -6.613 15.080 9.549
H -5.144 14.189 14.643
H -1.322 13.955 8.240
H -5.565 9.468 14.082
H -10.645 15.207 10.252
H -7.457 15.548 10.004
H -3.123 12.875 14.296
H -3.645 8.651 11.526
H -2.833 9.258 10.026
H -3.787 15.161 15.205
O -9.599 13.834 11.439
O -3.144 10.801 15.877
H -0.975 14.369 9.791
H -1.034 7.969 13.696
N -5.452 11.234 15.831
N -9.289 12.929 14.580
N -4.716 9.576 14.640
H -5.217 8.848 7.991
O -2.972 8.013 13.231
H -6.111 12.679 13.284
H -2.361 10.605 13.152
C -1.630 9.903 12.897
*
```

Properties
Molecular weight: 548.68 g mol⁻¹
HOMO level: -7.908 eV
SMILES string: NC(N)=O.NC(N)=O.NC(N)=O.NC(N)=O.CCO.CCO.CCO.CCO.CCO.CCO.CO
Energy above the lowest of the compared OMol25 structures with the same formula, charge and spin: 626.0 kJ/mol
Orbital gap: 8.010 eV

Quick look at the Löwdin charges, all values in e: -0.0330 0.0833 0.0475 0.0634 0.0805 0.1693 0.0937 0.1683 0.0565 -0.3220 -0.3043 0.0802 0.0815 0.0951 0.1589 0.1015 0.0114 -0.6733 0.1185 0.1673 0.0597 0.1322 0.0285 0.1196 -0.1261 -0.0906 -0.0876 -0.5736 -0.1317 0.1350 0.0766 0.0948 0.0241 0.0618 0.0867 0.1407 0.1508 0.1296 0.1125 -0.0735 0.1021 -0.6483 0.1359 0.1207 -0.0836 0.0625 0.0582 -0.0804 -0.0991 -0.3441 0.0928 0.0757 -0.1002 -0.1127 0.1007 0.0461 0.0995 0.1282 -0.0970 -0.2962 -0.3017 0.0766 -0.3387 0.0493 -0.0793 0.0950 0.0565 -0.5948 0.1585 0.0695 -0.0769 0.1027 0.0533 0.0629 0.0735 0.0626 0.0512 0.1280 0.1403 0.1129 -0.1296 -0.1623 0.0641 0.0961 0.1835 0.1384 0.1825 0.1364 -0.1146 0.0605 0.0332 -0.0642


(2)
Below is a molecular structure, C17H58CuF3N26O15 in a non-equilibrium geometry, with properties calculated with ωB97M-V/def2-TZVPD.

Structure (ORCA input):
```
! wB97M-V def2-TZVPD RIJCOSX def2/J DEFGRID3
* xyz 0 1
H 0.674 -0.458 -1.943
O 0.544 -1.465 -4.624
H -2.089 6.734 -0.474
C 0.455 3.535 1.227
H -5.059 -3.889 -2.446
C 1.563 -1.335 -5.296
H 0.514 -3.019 -2.850
H 4.343 -2.914 -0.445
C -0.403 1.468 -2.176
N -3.447 -2.656 0.029
O -3.756 1.218 -5.506
N -1.901 -4.495 2.239
C -3.869 1.247 1.220
C 1.010 -0.591 0.597
H -1.478 1.609 -2.072
H -3.855 5.698 0.594
N 4.646 -2.246 0.241
H -2.012 3.121 -3.684
N 0.382 -3.473 -1.960
O 1.566 3.357 0.684
N -5.081 1.029 0.725
H 1.043 5.344 1.881
O 2.112 0.096 1.061
H -2.735 -3.379 0.035
O 6.230 -1.750 1.835
C -0.113 0.128 -1.452
N -4.366 2.538 -3.806
H 4.725 0.632 2.366
O -3.700 1.960 2.215
O 1.941 2.345 5.615
H -1.385 2.833 1.766
N 0.246 1.898 4.124
H -1.144 -4.470 1.563
H -2.025 -5.605 -2.005
O -0.906 -3.685 7.621
H 0.789 -3.283 5.805
N 0.290 4.682 1.933
H 2.333 4.542 -5.583
N -2.862 0.678 0.512
C 6.298 1.597 3.394
C 1.542 2.116 4.486
H 5.052 2.238 1.929
H -0.148 1.318 -3.223
H 7.812 2.840 3.688
N -2.265 -4.123 5.847
H -1.746 2.775 -5.400
N -0.567 2.710 1.187
H 2.148 1.434 2.582
H -0.479 4.824 2.564
F -0.994 -1.759 0.955
N -2.085 5.968 -1.126
H -5.314 2.213 -3.791
H 0.096 1.654 3.164
N -1.423 -4.889 -2.366
N 2.162 3.764 -4.965
H 6.537 -3.289 -0.798
H 3.183 5.644 -3.810
H -0.511 2.134 4.740
N 6.690 -3.218 0.195
F 0.417 -1.916 2.579
H -0.422 1.797 0.770
H -3.966 -5.379 3.612
H 2.839 -0.930 -3.748
N -3.866 4.970 -0.098
H -3.866 2.944 -3.018
N 2.737 -0.884 -4.747
N 7.046 2.658 3.058
C -0.653 -4.197 -1.517
H 1.319 -1.448 -0.009
H 0.818 -1.727 -7.072
H -3.249 -6.964 3.563
N -3.230 -5.988 3.307
H 0.107 2.327 -1.742
H -5.957 1.159 1.198
N -4.438 -3.770 -1.668
H 3.388 1.834 3.728
C 5.850 -2.336 0.835
H -0.004 -4.078 4.603
O -1.547 -6.760 2.011
H -4.690 4.423 -0.276
C 2.627 3.688 -3.715
N 3.125 4.833 -3.221
H -2.834 -4.107 2.230
C -2.917 4.921 -1.082
H -2.430 -3.865 4.890
N 1.696 -1.611 -6.587
H 3.522 -0.869 -5.370
H 1.557 3.136 -5.466
Cu 2.307 1.839 -0.769
C -2.221 -5.822 2.405
H -1.164 5.823 -1.509
H 3.427 4.846 -2.262
C -0.025 -1.081 1.621
H 3.927 -1.641 0.619
N 2.411 1.759 3.508
C -1.076 -3.822 6.411
O 2.548 2.613 -3.101
H -3.365 -1.988 0.777
N 5.250 1.472 2.547
H 2.569 -1.308 -6.972
C -3.445 2.080 -4.678
H -0.897 -0.619 -1.610
O 6.682 0.745 4.195
O -2.894 3.986 -1.865
O -5.216 -1.733 -1.118
N -0.102 -3.651 5.509
H 0.970 -3.189 -1.194
H -3.737 -4.459 -1.474
H -5.221 0.665 -0.206
O -0.847 -4.309 -0.297
H -3.117 -0.018 -0.169
C -4.409 -2.611 -0.897
H -3.047 -4.493 6.355
N -2.225 2.618 -4.530
O 0.337 0.472 -0.101
H 7.621 -3.067 0.555
H -1.231 -4.840 -3.353
H -1.983 0.691 1.003
H 6.758 3.413 2.464
F -0.768 -0.161 2.273
*
```

Properties
Molecular weight: 987.36 g mol⁻¹
HOMO level: -8.496 eV
Energy above the lowest of the compared OMol25 structures with the same formula, charge and spin: 0.0 kJ/mol
Orbital gap: 7.830 eV

Here are the Löwdin charges for atoms 1 to 99, given in e: 0.0881 0.0130 0.1027 -0.6614 0.1010 -0.6949 0.0783 0.0902 -0.0524 0.1701 -0.0049 0.1423 -0.6942 -0.4035 0.0556 0.0994 0.1583 0.0576 0.1967 -0.0367 0.1685 0.1074 -0.1996 0.0536 0.0482 -0.2027 0.1579 0.0962 -0.0059 0.0161 0.1020 0.1612 0.0633 0.1124 0.0149 0.1109 0.1759 0.1055 0.1915 -0.6897 -0.6898 0.0903 0.0693 0.1068 0.1459 0.1039 0.2096 0.0484 0.1055 0.0942 0.1709 0.1055 0.0417 0.1772 0.1677 0.0829 0.1076 0.1076 0.1266 0.1545 0.0576 0.0922 0.0998 0.1764 0.0416 0.1572 0.1362 -0.6526 0.1307 0.1252 0.1062 0.1360 0.0611 0.1123 0.1494 0.0697 -0.6952 0.0895 0.0384 0.1098 -0.6596 0.1804 0.0844 -0.6613 0.0647 0.1673 0.0892 0.1137 0.4978 -0.6929 0.1085 0.1159 -0.5063 0.0791 0.1627 -0.7080 -0.0033 0.0914 0.1463


Look up the orbital gap of the first one.
8.010 eV


What is the orbital gap in the second record?
7.830 eV